No. 1
{"formula": "C4H11N2", "method": "wB97M-V/def2-TZVPD", "elements": ["C", "C", "C", "C", "N", "N", "H", "H", "H", "H", "H", "H", "H", "H", "H", "H", "H"], "positions_angstrom": [[-0.840, 1.376, -0.694], [-1.402, 1.701, 0.624], [0.500, -1.939, -0.929], [1.268, -0.729, 0.884], [0.467, -1.624, 0.517], [0.071, 1.421, 0.420], [-0.916, 0.404, -1.155], [-0.836, 2.215, -1.421], [-1.772, 2.704, 0.715], [-1.854, 0.984, 1.195], [0.841, -0.979, -1.336], [1.409, -2.568, -1.084], [-0.407, -2.449, -1.392], [2.046, -0.323, 0.186], [1.170, -0.325, 1.907], [-0.204, -2.265, 1.042], [0.458, 2.398, 0.522]], "atomic_forces_ev_per_a": [[-0.3439, 0.7658, -1.4254], [1.1878, 0.1190, -1.4532], [1.4893, -0.7550, -0.8788], [0.3556, 2.1940, 2.0326], [-2.0057, -2.9102, -1.4202], [0.2319, 2.8501, 1.1367], [-0.3386, -0.0983, 0.0397], [0.1464, -0.7381, 0.4638], [0.2922, 0.3431, 0.3958], [-1.3384, -1.6594, 1.2237], [-0.9775, -0.4516, -0.8055], [-0.9507, -0.0990, -0.0056], [1.1021, 1.1002, 0.9440], [-1.0308, -0.4258, 0.7615], [0.6320, -0.5533, -0.5277], [1.3300, 1.9475, -0.0503], [0.2184, -1.6289, -0.4311]], "energy_ha": -268.1702, "charge": 1}


No. 2
{"formula": "C4H11N2", "method": "wB97M-V/def2-TZVPD", "elements": ["C", "N", "H", "H", "H", "H", "H", "H", "C", "C", "C", "N", "H", "H", "H", "H", "H"], "positions_angstrom": [[-0.139, 1.637, -2.127], [0.581, 0.696, -1.182], [0.044, 1.333, -3.167], [-1.213, 1.624, -1.882], [0.240, 2.636, -1.918], [1.595, 0.790, -1.124], [0.328, -0.258, -1.443], [0.162, 0.758, -0.192], [-0.824, -1.057, 0.865], [-0.207, -2.235, 0.572], [0.282, 0.122, 2.558], [-0.195, 0.108, 1.338], [-1.907, -0.899, 0.647], [0.884, -2.404, 0.779], [-0.756, -3.107, 0.176], [0.931, 0.965, 2.835], [0.195, -0.708, 3.268]], "atomic_forces_ev_per_a": [[0.3006, 0.1329, 0.3283], [-1.3892, -0.0219, -0.0796], [-0.0707, 0.1991, 0.4517], [0.5045, -0.2017, -0.1701], [-0.0527, -0.0580, -0.2793], [-0.1735, 0.1037, -0.2434], [0.4297, -0.1551, -0.0255], [0.7116, 0.2202, -0.1824], [-0.7772, -1.8516, -0.5811], [0.1157, 0.7875, 0.5745], [0.0685, 0.2669, -2.4488], [1.2387, -0.2045, 2.7758], [0.8962, -0.2949, 0.1271], [-1.1521, 0.3494, -0.1903], [0.2281, 0.8002, 0.2223], [-0.6122, -0.1730, 0.0352], [-0.2657, 0.1008, -0.3145]], "energy_ha": -268.2209, "charge": 1}


No. 3
{"formula": "C4H11N2", "method": "wB97M-V/def2-TZVPD", "elements": ["C", "C", "C", "C", "N", "N", "H", "H", "H", "H", "H", "H", "H", "H", "H", "H", "H"], "positions_angstrom": [[1.539, -0.197, -0.165], [0.460, -1.280, -0.049], [-0.904, -0.782, -0.644], [-1.439, 0.303, 0.263], [-0.914, 1.590, -0.194], [1.229, 0.783, 0.798], [1.526, 0.067, -1.254], [2.546, -0.622, -0.040], [0.583, -2.246, -0.539], [0.350, -1.485, 1.021], [-0.704, -0.278, -1.594], [-1.585, -1.619, -0.786], [-2.518, 0.342, 0.449], [-1.012, 0.195, 1.276], [2.081, 1.281, 1.081], [-1.453, 2.330, 0.265], [0.213, 1.619, 0.112]], "atomic_forces_ev_per_a": [[-0.1435, -1.5215, -0.2757], [-2.0998, -0.4334, -0.4397], [1.3570, -0.0287, 0.7531], [-0.0317, 1.3581, -0.3380], [0.2975, -0.8608, 0.8752], [-0.0082, 0.0973, -0.2592], [0.0771, 0.6446, 0.4472], [0.1956, 0.5326, 0.1467], [1.1627, 0.2184, -0.1684], [-0.1246, -0.1203, -0.1660], [-0.1969, -0.4894, -0.1800], [-0.0764, 0.1445, 0.1230], [0.0934, 0.2272, -0.3319], [0.0875, -0.2789, 0.3708], [-0.0117, 0.3427, -0.2247], [0.3325, 0.2119, -0.0059], [-0.9104, -0.0444, -0.3266]], "energy_ha": -268.0718, "charge": 1}


No. 4
{"formula": "C4H11N2", "method": "wB97M-V/def2-TZVPD", "elements": ["C", "N", "H", "H", "H", "H", "C", "C", "C", "N", "H", "H", "H", "H", "H", "H", "H"], "positions_angstrom": [[-0.476, 2.571, 0.763], [0.519, 1.806, 0.624], [-1.450, 2.142, 0.968], [-0.369, 3.643, 0.709], [1.425, 2.205, 0.404], [0.379, 0.745, 0.607], [-0.490, -0.837, -1.530], [0.028, -1.267, -0.200], [-0.575, -0.951, 0.967], [1.151, -2.083, -0.259], [-0.574, -1.678, -2.215], [0.164, -0.085, -1.989], [-1.469, -0.371, -1.433], [-0.172, -1.315, 1.900], [-1.552, -0.496, 0.943], [1.878, -1.793, -0.903], [1.584, -2.239, 0.644]], "atomic_forces_ev_per_a": [[-0.3054, 0.0474, 0.2777], [0.1629, -0.2209, -0.5467], [-0.0207, -0.0945, -0.0541], [0.0896, 0.1454, -0.0097], [0.1180, -0.0639, 0.1040], [-0.1092, 0.2202, 0.3594], [-0.2249, 0.4705, -0.1756], [0.3796, -0.5179, 0.0043], [0.2696, 0.0782, -0.3828], [0.3144, 0.6888, 0.4640], [0.0721, -0.0344, 0.0109], [0.0814, -0.2038, -0.0253], [-0.0736, -0.0647, 0.0181], [-0.1026, 0.0158, 0.1529], [-0.1893, -0.0217, 0.1246], [-0.3052, -0.1940, -0.3352], [-0.1567, -0.2505, 0.0134]], "energy_ha": -268.2315, "charge": 1}


no.,orbital gap (eV)
1,10.085
2,10.342
3,6.557
4,7.566